# 1
Computed, not measured: C28H44BCl2F4N4O2Si3Ti as an isolated structure in a non-equilibrium geometry, with ωB97M-V/def2-TZVPD.

```
89
Properties=species:S:1:pos:R:3:forces:R:3
Ti -0.70824 0.71450 -0.41215 -0.8 0.1 0.2
Cl 2.18991 -5.67635 0.12971 0.0 0.0 0.0
Cl -2.66287 -3.39042 -0.32196 0.1 0.0 0.0
Si -0.41209 3.41790 0.84825 0.2 -0.1 0.1
Si -3.30236 1.95238 1.33468 -0.1 -0.3 0.1
Si -0.77587 0.94734 2.75154 -0.2 0.2 0.4
F -2.25790 3.44734 -2.29842 -0.1 -0.4 -0.1
F -2.20896 1.20544 -1.47041 -0.4 0.5 -0.6
F -1.43984 1.79485 -3.66392 -0.3 0.2 0.2
F -3.69234 1.84756 -3.18753 0.3 0.1 0.1
O 0.91027 0.54506 0.35027 1.3 -0.2 0.3
O -1.21345 -0.90556 0.11159 0.0 -1.2 0.2
N 1.91252 -0.43310 2.19499 0.0 0.1 0.2
N -0.14386 -0.85073 -4.49432 0.1 0.0 -0.1
N -1.80189 -1.21251 -2.94466 0.0 0.1 0.1
N 0.16258 -0.22138 -2.23427 0.0 0.5 0.2
C -1.03734 -1.44237 -5.49340 0.1 0.0 0.1
C -0.41126 -1.99785 0.17414 0.0 0.1 0.1
C -0.84163 2.12582 4.22285 0.1 0.1 0.2
C 3.07269 -0.99461 2.60119 -0.1 0.1 -0.1
C 1.05207 3.65561 1.99309 0.1 -0.1 0.2
C 1.62457 -0.54598 0.71064 -0.3 -0.2 0.1
C -2.89731 -1.37746 -3.90525 0.1 0.0 0.0
C -4.22992 3.08015 0.17761 0.2 0.3 -0.1
C 1.18243 -4.27273 0.16827 0.0 -0.1 0.0
C 0.38836 3.20960 -0.88645 -0.3 0.1 0.4
C -1.38026 1.84021 1.23784 0.1 0.0 -0.5
C -0.96110 -3.25959 -0.05003 -0.2 0.1 0.0
C 1.14502 -0.32295 -4.94393 -0.1 0.0 0.0
C -0.17863 -4.39661 -0.05107 0.0 -0.1 0.0
C -0.57142 -0.72931 -3.22532 0.0 -0.1 -0.1
C 1.67708 0.68172 -3.94820 0.0 0.0 0.0
C 1.74470 -3.03511 0.40758 0.2 0.0 0.0
C 3.41797 -1.05145 3.91930 0.1 0.0 0.2
C -3.83066 2.49641 3.05032 0.1 0.1 0.2
C 0.95646 -1.89493 0.43140 0.0 0.3 0.0
C -1.38680 4.99575 0.87736 -0.2 0.1 0.0
C -4.06806 0.25400 1.03730 0.0 -0.1 0.0
C 1.56173 0.07038 -2.56629 -0.1 -0.1 0.0
C -1.73326 -0.58563 3.24063 -0.2 -0.1 -0.1
C 1.38283 0.10744 4.39842 0.0 0.0 0.0
C 2.54050 -0.49611 4.84327 0.1 0.0 0.0
C -2.44379 -0.91732 -5.27287 0.0 0.1 0.0
C 1.03466 0.16375 3.04591 0.2 -0.1 -0.4
B -2.43751 2.20366 -2.81889 -0.1 0.0 -0.2
H 1.07830 1.59452 -3.98282 0.1 0.0 0.0
H 2.60528 -0.54050 0.23649 0.2 0.0 0.0
H 1.85280 -1.14801 -5.06195 0.0 0.0 0.0
H 0.74072 4.00934 2.97950 0.1 0.0 -0.1
H -4.92485 2.53025 3.07205 0.1 0.0 0.0
H -0.62742 -5.36482 -0.22695 0.0 0.0 0.0
H -1.50257 2.95932 3.97904 0.1 -0.1 0.0
H -1.70975 -1.37706 2.48990 0.0 0.0 0.1
H 0.15562 2.25332 -1.35826 0.4 0.2 -0.9
H -3.12557 -1.28440 -6.03902 0.0 0.0 0.0
H -0.65903 -1.17120 -6.47508 0.0 0.0 0.0
H -3.81171 4.07778 0.05650 -0.1 0.0 0.0
H -5.22727 3.18888 0.61825 0.1 0.0 0.0
H -2.42776 0.17359 -5.31588 0.0 -0.1 0.0
H -1.32527 -0.98824 4.17272 0.0 0.1 0.0
H -3.75657 -0.80054 -3.56693 0.0 0.0 0.0
H 2.15902 -0.84991 -2.51725 0.0 0.0 0.0
H 2.71086 0.93036 -4.18886 0.0 0.0 0.0
H 2.77044 -0.52133 5.90160 0.0 0.0 0.0
H -2.07114 -1.16100 -1.97727 0.0 0.0 0.0
H 1.47435 3.25227 -0.82021 0.0 -0.1 0.0
H -3.46572 3.50129 3.29556 -0.1 -0.1 0.0
H -2.05100 5.08978 0.01754 0.1 0.0 0.0
H -1.25409 1.63880 5.11426 0.0 0.1 -0.1
H -4.60676 0.25936 0.08565 0.0 0.0 0.0
H 1.63597 2.73654 2.12287 0.0 0.1 0.0
H -3.50661 1.81772 3.84606 -0.1 0.1 -0.1
H 0.03680 3.95574 -1.59630 -0.1 0.0 0.0
H 4.35082 -1.51222 4.21223 0.0 0.0 0.0
H -2.78422 -0.33269 3.41377 0.1 -0.1 0.0
H 0.13072 2.55271 4.48199 -0.1 -0.1 0.0
H 3.71793 -1.38185 1.82664 0.0 0.0 0.0
H -1.02055 -2.53421 -5.41702 0.0 0.0 0.0
H 2.81664 -2.97420 0.55238 0.0 0.0 0.0
H 1.95768 0.75627 -1.82119 0.0 0.0 0.1
H -3.34559 -0.55687 1.00436 0.0 -0.1 0.0
H -3.18188 -2.43079 -3.93656 0.0 0.0 0.0
H -4.35421 2.64332 -0.80985 0.0 0.0 -0.1
H -1.98612 5.07540 1.79078 0.0 0.0 -0.1
H 1.71500 4.41335 1.56415 0.0 0.0 0.0
H 1.00435 0.13515 -5.92234 0.0 0.0 0.0
H -4.79307 0.01525 1.82286 0.0 0.1 -0.1
H -0.68678 5.83772 0.85877 -0.1 0.0 0.0
H 0.70952 0.55370 5.11480 0.1 0.0 0.0
```
Forces are in eV/Å.

## Properties
LUMO level: -0.128 Ha
energy: -4525.78426 Eh
highest occupied orbital energy: -11.289 eV
Kohn-Sham gap: 7.81 eV
spin multiplicity: 1
charge: +1
ΔE to the lowest compared entry with this formula, charge and spin: 13.3 kcal per mole


# 2
Computed, not measured: a 2-piece molecular cluster, C10H16 overall in a non-equilibrium geometry, with ωB97M-V/def2-TZVPD.

```
26
Properties=species:S:1:pos:R:3:forces:R:3
C 0.20116 0.17846 2.17721 0.1 -0.1 0.1
C -0.44247 1.71158 0.43421 0.4 0.3 1.3
C 1.23649 -0.32340 -1.50698 -1.4 -0.2 -1.1
C 2.23858 -1.36480 -1.02838 0.0 0.1 0.7
C -1.77924 1.46611 0.75277 0.2 0.1 -1.7
C 1.97298 -2.76983 -1.64191 -0.3 1.3 -0.2
C -2.09908 0.41982 1.60529 -0.1 0.5 0.6
C -2.84873 2.14283 -0.07384 -0.5 -1.0 -0.2
C 0.52799 1.19501 1.28895 -0.1 0.0 0.7
C -1.10373 -0.28602 2.26747 -0.2 -0.2 -0.7
H 0.94770 -0.27813 2.81390 0.2 0.1 -0.1
H -3.62554 2.64742 0.50349 0.4 0.4 0.1
H 0.29402 -0.28416 -0.95979 0.2 -0.2 0.4
H 1.50785 1.65375 1.37002 0.2 -0.3 -0.6
H 0.96619 -2.68180 -2.05516 0.0 -0.5 0.0
H 0.88745 -0.62779 -2.49963 0.2 0.0 -0.2
H 2.16154 -1.54067 0.04511 -0.1 0.5 0.2
H -3.15196 0.27601 1.81452 0.0 -0.5 -0.1
H -2.40837 2.74340 -0.86153 -0.1 0.5 0.2
H 2.64181 -3.00784 -2.46303 0.1 -0.2 0.0
H -1.31396 -1.25591 2.70402 -0.1 0.3 0.6
H -3.42586 1.37680 -0.60545 0.1 -0.1 0.0
H 1.96314 -3.53588 -0.87402 0.2 -0.2 -0.1
H -0.07719 2.34866 -0.36298 -0.6 0.3 0.1
H 1.50530 0.71889 -1.67717 0.7 -0.1 0.5
H 3.22391 -0.92251 -1.16709 0.3 -0.6 -0.3
```
Forces are in eV/Å.

## Properties
LUMO level: 0.037 Ha
energy: -390.59599 Eh
SMILES: Cc1ccccc1.CCC
highest occupied orbital energy: -8.984 eV
Kohn-Sham gap: 10.00 eV
spin multiplicity: 1
ΔE to the lowest compared entry with this formula, charge and spin: 25.0 kcal per mole


# 3
Computed, not measured: a 2-piece molecular cluster, C15H34BrNO2 overall, with ωB97M-V/def2-TZVPD.

```
53
Properties=species:S:1:pos:R:3:forces:R:3
Br 0.10143 -4.39297 -0.99915 -0.2 0.0 -0.1
O 1.33884 -0.86399 0.00107 0.0 0.2 -0.2
O -3.00997 0.86946 2.16007 0.0 -0.1 0.0
N 1.45077 -3.19531 1.13664 0.2 -0.1 -0.1
C 0.40001 1.82718 0.01668 0.0 0.0 0.0
C -0.95643 0.65726 -1.77670 0.0 0.0 0.0
C -2.39411 0.21724 -2.06091 0.0 0.0 0.0
C 4.61134 0.19687 -2.23373 0.0 0.0 -0.1
C -2.77525 -1.16604 -1.54190 0.0 0.0 0.0
C -5.03018 1.92448 2.99928 0.0 0.0 0.0
C -0.57581 0.68240 -0.28797 0.0 0.1 0.1
C -0.04880 -0.63301 0.28420 0.0 -0.1 0.1
C 1.60739 -1.87666 -0.94183 0.0 -0.1 0.0
C 1.58522 -3.28452 -0.27739 0.0 0.1 0.1
C 2.99117 -1.63824 -1.52932 0.1 0.0 -0.1
C -3.53174 2.04456 2.78144 0.0 0.1 -0.1
C 3.16375 -0.28656 -2.22220 -0.1 0.0 0.1
C -2.78317 2.35643 4.06597 0.0 0.0 0.0
C 5.11259 0.63262 -0.85743 0.0 0.0 0.1
H -2.83817 -1.18054 -0.45180 0.0 0.0 0.0
H 1.88579 -2.35137 1.48853 -0.1 0.0 0.0
H 0.97822 1.64341 0.92437 -0.1 0.0 0.0
H 3.18051 -2.44215 -2.24805 0.1 0.0 0.1
H 3.73023 -1.75502 -0.72807 -0.1 0.0 0.0
H 4.34329 1.18728 -0.31460 0.0 0.0 -0.1
H 5.98994 1.27593 -0.93808 0.0 -0.1 0.0
H 2.44948 -3.85343 -0.61950 0.0 0.0 0.0
H -0.84323 1.67378 -2.16722 0.0 0.0 0.0
H -0.25288 0.04117 -2.34850 0.0 0.0 0.0
H 5.24827 -0.60592 -2.62187 0.0 0.1 0.0
H 5.39352 -0.22257 -0.23940 0.0 0.0 0.0
H 1.79116 -4.01950 1.61201 0.0 0.1 0.0
H 0.85745 -1.85986 -1.73712 0.0 0.0 0.0
H -1.49692 0.88543 0.26878 0.0 -0.1 0.0
H -1.71382 2.44109 3.87459 0.0 0.0 0.0
H -0.13915 2.76841 0.14433 0.0 0.0 -0.1
H 1.11345 1.97029 -0.79685 0.0 -0.1 0.0
H 2.79060 -0.35610 -3.24819 0.0 0.0 0.0
H -2.56884 0.25612 -3.13986 0.0 0.0 0.0
H -0.12714 -0.59341 1.37350 0.0 0.0 0.0
H -3.15299 0.12475 2.75583 0.0 0.0 0.0
H 2.54189 0.44764 -1.70682 0.0 0.1 0.0
H -5.24489 1.11605 3.70436 0.0 0.0 0.0
H -3.33628 2.83365 2.05120 0.0 0.0 0.0
H -5.44106 2.84659 3.41243 0.0 0.0 0.0
H -0.62787 -1.49361 -0.05401 0.0 0.0 0.0
H -3.74900 -1.46904 -1.93059 0.0 0.0 0.0
H 4.70735 1.02694 -2.93800 0.0 0.0 0.0
H -2.94127 1.55857 4.79759 0.0 0.0 0.0
H -3.06271 0.96272 -1.61589 0.0 0.0 0.0
H -5.53731 1.70549 2.06028 0.0 0.0 0.0
H -3.13452 3.28982 4.50775 0.0 0.0 0.0
H -2.05017 -1.92379 -1.84796 0.0 0.0 0.0
```
Forces are in eV/Å.

## Properties
LUMO level: 0.029 Ha
energy: -3371.17252 Eh
SMILES: CCCC[C@H](OC[C@@H](C)CCC)[C@@H](N)Br.CC(C)O
highest occupied orbital energy: -9.347 eV
Kohn-Sham gap: 10.14 eV
spin multiplicity: 1
ΔE to the lowest compared entry with this formula, charge and spin: 0.0 kcal per mole


# 4
Computed, not measured: C12H19Cl2NO9P2Ti as an isolated structure in a non-equilibrium geometry, with ωB97M-V/def2-TZVPD.

```
46
Properties=species:S:1:pos:R:3:forces:R:3
Ti -0.67508 0.46932 0.73643 -0.4 0.7 3.0
Cl -2.69314 -0.41380 1.43466 -0.4 -0.2 0.1
Cl -6.25235 -0.69392 1.32728 0.2 -0.6 0.0
P -0.81408 2.67754 2.28319 0.3 -0.1 -0.4
P 1.21065 2.88903 0.12569 -0.3 -0.5 0.1
O 0.47171 3.35655 -1.05397 0.0 0.0 0.1
O 2.73449 3.41014 0.06343 0.5 0.1 0.3
O 0.13778 -1.18045 0.70023 0.6 -0.9 -0.5
O 1.25507 1.42830 0.57643 -0.2 0.5 -0.7
O -0.97568 0.42516 -1.07517 0.0 -0.1 -1.9
O -1.64169 2.45307 1.05424 0.3 0.2 0.0
O -0.28272 1.38157 2.83484 0.0 0.2 0.0
O -1.45475 3.61781 3.38883 -0.2 0.2 0.1
O 1.78747 -5.26529 -0.73998 0.0 -0.1 -0.1
N 1.78523 3.19652 2.72636 -0.1 0.3 -0.2
C 0.93680 -3.73198 -2.42504 0.0 0.1 0.1
C -0.53963 -0.33287 -1.97809 0.1 -0.4 0.5
C 0.68371 3.65320 1.75833 -0.1 -0.1 0.0
C 0.51715 5.16069 1.67710 0.1 -0.1 0.3
C -5.49349 -2.23754 1.39750 -0.2 0.5 0.0
C 0.36981 -1.98634 -0.30766 -0.1 0.5 0.5
C 0.07567 -1.59274 -1.63965 -0.1 0.0 -0.7
C 1.22235 -4.08722 -1.08690 0.1 -0.2 -0.2
C 2.13643 -6.16846 -1.78155 -0.1 0.1 0.1
C 0.94178 -3.22934 -0.04968 0.0 0.0 -0.1
C -0.69191 0.15803 -3.37228 0.0 0.0 -0.5
C 0.38333 -2.50107 -2.66801 0.1 -0.2 -0.1
H 1.14119 -4.40124 -3.24526 0.0 0.0 0.0
H 1.43548 5.64594 1.33807 0.0 0.0 0.0
H 0.16318 -2.22772 -3.69289 0.0 0.0 0.0
H 0.22171 0.00683 -3.94788 0.0 0.0 0.0
H 2.84986 -5.71378 -2.47005 0.0 0.0 0.0
H -0.92279 1.21951 -3.34574 0.0 0.0 0.1
H -2.35791 3.36591 3.63412 0.1 0.0 0.0
H 2.97148 3.66113 -0.83932 -0.1 0.1 0.1
H 0.19950 5.59462 2.62695 0.0 0.0 0.0
H 2.65410 3.69749 2.53977 0.0 0.0 0.0
H 1.25357 -6.49787 -2.33139 0.0 0.0 0.0
H 1.92599 2.19112 2.55529 -0.1 -0.1 -0.1
H -5.04917 -2.59631 0.48398 -0.1 0.1 0.0
H 1.16244 -3.51127 0.96967 0.0 0.0 0.0
H 1.51726 3.29377 3.70530 0.0 0.1 0.0
H -5.13764 -2.55714 2.36340 -0.1 0.1 0.0
H -0.25407 5.35996 0.93427 0.0 0.0 0.0
H -1.50502 -0.36288 -3.88644 0.0 0.0 0.1
H 2.59595 -7.02400 -1.29841 0.0 0.0 0.0
```
Forces are in eV/Å.

## Properties
LUMO level (spin up / spin down): -0.004 / -0.005 Ha
energy: -3653.46343 Eh
highest occupied orbital energy (spin up / spin down): -6.820 / -8.450 eV
Kohn-Sham gap (spin up / spin down): 6.70 / 8.32 eV
spin multiplicity: 3
⟨S²⟩: 2.0118
ΔE to the lowest compared entry with this formula, charge and spin: 26.2 kcal per mole


- ΔE to the lowest compared entry with this formula, charge and spin of number 3 (C15H34BrNO2)?
  0.0 kcal per mole